1.
Density functional theory data (ωB97M-V/def2-TZVPD) for the ion C5H10NO2 with charge -1 in a non-equilibrium geometry.

Summary:
Kohn-Sham gap ... 7.494 eV
Charge ... -1
Calculated total energy ... -401.821944 a.u.
Spin multiplicity ... 1
Maximum force ... 1.42 eV/A

The geometry in XYZ format:
```
18
Properties=species:S:1:pos:R:3:forces:R:3
C -0.66371 0.24859 -0.60329 -0.3 0.9 -0.2
C -0.10590 -0.06054 0.79547 0.7 -1.0 -0.8
C 1.03122 -1.10177 0.69133 0.1 0.2 0.4
C -1.17992 -0.58486 1.72218 -0.2 0.0 0.6
N -0.07370 1.43409 -1.22162 0.3 -0.5 0.3
C 0.77126 1.24137 -2.38609 -0.3 0.6 -0.5
O 0.56335 0.21358 -3.06281 0.1 -0.2 0.1
O 1.53800 2.20511 -2.61305 0.2 -0.2 0.2
H -1.75609 0.38425 -0.55009 0.1 -0.1 0.2
H -0.47870 -0.54538 -1.31870 0.0 -0.4 0.0
H 0.36416 0.84333 1.14268 -0.1 0.6 0.6
H 1.95450 -0.70667 0.25994 -0.3 0.1 -0.4
H 0.69473 -1.95839 0.10725 0.1 -0.1 0.0
H 1.33330 -1.44075 1.68947 -0.2 -0.1 0.0
H -0.82710 -0.84710 2.72647 0.3 0.0 -0.2
H -1.61797 -1.49035 1.29924 -0.1 0.0 -0.1
H -1.97463 0.13689 1.89549 -0.2 0.1 -0.3
H 0.42720 2.02861 -0.57387 -0.2 0.1 -0.1
```
Positions in Å, forces in eV/Å.

---

2.
Density functional theory data (ωB97M-V/def2-TZVPD) for an isolated molecule of C5H7NO.

Summary:
Kohn-Sham gap ... 8.600 eV
Calculated total energy ... -324.694315 a.u.
Spin multiplicity ... 1
Maximum force ... 0.78 eV/A

The geometry in XYZ format:
```
14
Properties=species:S:1:pos:R:3:forces:R:3
C -2.27872 0.21732 -0.08357 -0.1 0.1 0.0
C -0.81605 -0.07861 0.00713 -0.1 -0.2 0.0
C -0.30001 -1.32265 -0.07551 -0.2 0.1 0.4
O 1.07715 -1.27938 -0.05979 0.0 0.1 0.3
C 1.40744 0.01722 0.07393 -0.1 0.2 0.0
N 2.76566 0.27132 0.16191 0.0 0.1 0.0
C 0.30175 0.81265 0.13979 0.1 0.0 0.0
H -2.67063 0.70766 0.81239 0.1 0.0 -0.1
H -2.83225 -0.71504 -0.24517 0.1 0.2 0.1
H -2.48769 0.86612 -0.94192 0.0 -0.1 0.2
H -0.76220 -2.24118 0.23047 0.0 -0.4 -0.6
H 3.32659 -0.35669 -0.39861 0.0 0.1 0.1
H 2.99725 1.23837 -0.01067 0.0 -0.1 0.0
H 0.27171 1.86290 0.38964 0.1 0.0 -0.3
```
Positions in Å, forces in eV/Å.